1.
58
Properties=species:S:1:pos:R:3:forces:R:3:mulliken_charge:R:1 method="wB97M-V/def2-TZVPD" homo_lumo_gap_ev=6.55 homo_ev=-4.3 e_tot_ev=-84563.4986 de_lowest_kj_mol=18.2 lumo_ev=2.24 total_charge=-1
Ir 0.83621 1.42921 0.51251 -0.095 0.136 0.369 2.092
C -2.23961 2.65289 0.02764 0.012 0.024 -0.005 -1.154
C -1.57771 3.28214 1.21317 0.007 0.060 0.005 0.984
C -2.27442 4.29879 1.90871 -0.044 -0.050 0.036 -0.846
C -1.72921 4.86298 3.01520 -0.009 0.020 0.011 -0.892
C -0.44886 4.45804 3.44618 0.015 -0.006 0.019 1.157
C 0.15841 5.01101 4.59472 -0.023 0.017 -0.029 -0.883
C 1.41741 4.60754 4.94386 0.039 -0.025 0.010 -0.563
C 2.11191 3.67481 4.16316 0.021 0.029 0.044 -0.556
C 1.55908 3.11210 3.02711 -0.037 0.007 -0.091 0.578
S 2.45965 2.03690 2.01698 0.080 0.280 0.069 -0.556
C 0.22583 3.48403 2.67665 0.001 -0.025 0.052 -0.581
N -0.37211 2.89337 1.58323 -0.108 -0.109 -0.158 -0.099
H -3.26203 3.01605 -0.06659 0.010 0.020 -0.018 0.461
H -2.25968 1.57265 0.13492 -0.061 -0.028 0.019 0.022
H -1.69481 2.88372 -0.89044 0.034 -0.022 0.030 0.213
H -3.25170 4.59399 1.55186 0.004 -0.006 -0.003 0.406
H -2.25743 5.62837 3.57247 0.000 -0.007 0.003 0.376
H -0.38272 5.74883 5.17410 -0.006 -0.005 -0.004 0.338
H 1.89571 5.02091 5.82380 0.002 -0.004 -0.003 0.358
H 3.12089 3.39263 4.43737 -0.003 -0.008 -0.007 0.410
C 3.82146 -2.76566 -2.96321 0.010 0.000 0.012 -0.463
O 2.84582 -3.51376 -3.68093 -0.034 0.009 0.000 -0.479
C 1.71470 -3.85817 -3.01682 0.059 -0.007 0.032 0.704
C 0.66029 -4.32823 -3.79540 -0.033 -0.024 0.010 -0.710
C -0.54115 -4.65944 -3.20024 -0.037 0.034 -0.077 -0.137
C -0.72910 -4.49859 -1.83149 -0.079 0.301 0.025 -0.204
C 0.35271 -4.11259 -1.04679 -0.118 0.159 0.019 -0.272
C 1.56733 -3.78787 -1.63256 0.003 -0.010 -0.017 -0.132
N -2.04682 -4.81024 -1.34607 -0.014 -0.022 0.174 -0.442
N -2.64246 -4.14339 -0.48039 -0.199 -0.118 -0.219 -0.631
C -2.13182 -2.92607 0.07023 0.267 0.049 0.006 -0.073
C -2.01870 -2.88707 1.44164 -0.013 -0.016 0.000 -0.404
C -1.34843 -1.86455 2.11295 -0.019 0.024 0.004 -0.979
C -0.75814 -0.81449 1.40749 0.086 -0.102 -0.107 1.163
O -0.03665 0.09894 1.95745 0.316 -0.086 -0.228 -0.813
C -0.99396 -0.78582 -0.01941 -0.005 0.068 0.132 0.180
N -0.46978 0.28431 -0.68950 -0.128 0.135 -0.083 -0.358
C -0.62574 0.38401 -1.98784 -0.072 0.021 -0.020 -0.144
C -1.38745 -0.54811 -2.71424 -0.001 0.024 -0.018 -1.249
C -1.93443 -1.61872 -2.07220 0.131 -0.112 0.040 -0.688
C -1.70666 -1.79895 -0.68570 0.069 -0.260 -0.071 0.446
H 4.54909 -2.43633 -3.69936 -0.005 -0.002 -0.004 0.236
H 4.32101 -3.38567 -2.21407 -0.003 -0.014 0.008 0.315
H 3.37699 -1.89330 -2.48187 -0.016 0.031 0.004 0.102
H 0.80023 -4.40953 -4.86534 -0.002 0.004 0.003 0.410
H -1.37250 -5.01333 -3.79802 0.003 -0.002 0.003 0.420
H 0.24706 -4.01806 0.02551 -0.026 0.014 0.018 0.413
H 2.37956 -3.45011 -1.00527 -0.001 0.009 -0.003 0.365
H -2.40880 -3.73154 1.99892 0.016 -0.002 0.012 0.372
H -1.22100 -1.89623 3.18667 -0.011 0.007 0.006 0.450
H -0.15954 1.23777 -2.46485 0.029 -0.006 -0.008 0.523
H -1.52424 -0.40206 -3.77696 0.003 0.004 0.006 0.420
H -2.53176 -2.33633 -2.61606 0.002 -0.108 -0.020 0.520
S 3.38105 1.91675 -3.25276 0.067 0.006 -0.063 -0.367
C 2.54825 1.77491 -1.84374 -0.175 -0.020 0.220 0.254
S 2.53629 0.42102 -0.75969 -0.072 -0.469 0.081 -0.508
S 1.45252 2.91554 -1.12672 0.165 0.187 -0.224 -0.504

---

2.
65
Properties=species:S:1:pos:R:3:forces:R:3:mulliken_charge:R:1 method="wB97M-V/def2-TZVPD" homo_lumo_gap_ev=6.53 homo_ev=-8.0 e_tot_ev=-57778.8625 de_lowest_kj_mol=8.7 lumo_ev=-1.45
Rh -1.28673 -1.29179 1.23124 0.322 0.303 -0.788 -0.123
O 0.21917 -4.78762 -2.58265 -0.035 0.068 0.007 -0.663
C -0.69014 -4.00061 -3.18381 0.084 -0.043 -0.036 0.371
C -1.03040 -4.32611 -4.49786 -0.014 0.012 -0.007 -0.690
C -1.93869 -3.55856 -5.19318 -0.009 0.000 -0.048 -0.298
C -2.54192 -2.44624 -4.60362 0.030 -0.042 0.016 -0.915
C -2.22689 -2.13051 -3.30239 -0.050 0.000 0.012 -0.469
C -1.30315 -2.89258 -2.57333 0.056 -0.037 0.137 0.246
C -1.03504 -2.50647 -1.18137 -0.029 0.186 -0.039 1.016
O -1.74004 -1.54585 -0.68683 -0.154 -0.530 -0.394 -0.686
N -0.04890 -3.13119 -0.52350 -0.076 0.212 0.354 -1.820
N 0.04754 -2.63702 0.74948 0.017 -0.306 -0.236 1.377
C 0.84813 -3.06025 1.64629 -0.087 0.214 0.394 -0.400
C 0.69255 -2.38647 2.95832 0.112 -0.246 -0.588 0.983
C 1.45732 -2.69653 4.06315 0.029 0.036 0.172 -0.979
C 1.23730 -2.00341 5.24683 0.060 -0.076 -0.072 -0.266
C 0.26761 -1.01834 5.28627 -0.017 0.019 0.001 -1.039
C -0.46886 -0.76404 4.14028 -0.003 -0.144 -0.001 -0.188
N -0.26248 -1.43081 3.00764 -0.335 0.238 0.503 0.197
H 0.39056 -4.43439 -1.68591 -0.031 -0.008 0.026 0.557
H -0.56031 -5.19203 -4.94442 0.003 0.016 0.000 0.438
H -2.18453 -3.82737 -6.21305 -0.003 0.004 0.006 0.372
H -3.25333 -1.84791 -5.15538 0.002 -0.007 0.005 0.426
H -2.69404 -1.28923 -2.80844 0.017 -0.010 -0.007 0.510
H 1.55085 -3.86469 1.46783 -0.002 -0.008 0.037 0.441
H 2.20317 -3.47607 3.99489 -0.001 0.013 0.013 0.469
H 1.81901 -2.23833 6.12795 -0.004 0.009 0.000 0.410
H 0.06346 -0.45981 6.18832 0.003 -0.012 -0.008 0.418
H -1.26404 -0.03067 4.12456 -0.016 0.009 -0.030 0.614
N -4.63905 -1.73204 1.46639 0.105 -0.039 -0.116 -0.121
C -3.84158 -2.76925 1.88821 -0.264 0.243 0.069 0.272
N -4.27629 -3.88753 2.43261 0.272 -0.175 0.047 -0.508
N -3.14618 -4.57395 2.73502 -0.172 0.106 -0.034 -0.674
N -2.09959 -3.90987 2.40581 -0.118 0.044 -0.120 -0.364
N -2.51609 -2.75064 1.83612 0.347 0.054 0.033 0.866
C -4.19222 -0.44294 1.26942 -0.208 -0.226 -0.028 0.406
N -4.99529 0.56625 0.99718 0.167 0.226 -0.001 -0.522
N -4.16588 1.62513 0.86377 -0.097 -0.138 0.045 -0.661
N -2.94466 1.27632 1.04084 -0.027 -0.074 0.037 -0.479
N -2.92062 -0.05574 1.30948 0.162 0.159 0.547 0.827
H -5.63378 -1.87493 1.47129 -0.018 0.005 0.045 0.243
N 2.13697 4.83717 -0.34884 0.095 0.062 -0.031 -0.020
C 3.05740 5.59503 -1.04580 -0.126 0.075 0.106 0.725
C 3.34636 6.95793 -1.04488 0.007 -0.048 -0.005 -1.052
C 4.35582 7.37037 -1.88866 0.041 -0.003 -0.039 -0.403
C 5.05445 6.46262 -2.70693 -0.038 0.035 0.039 -0.503
C 4.75693 5.11758 -2.70222 0.014 -0.011 -0.001 -0.749
C 3.73703 4.68055 -1.85485 0.054 -0.177 -0.089 0.598
N 3.23643 3.40159 -1.65942 0.068 0.178 -0.012 -0.658
C 2.29805 3.54354 -0.76802 -0.163 -0.201 0.091 -0.123
C 1.48691 2.42688 -0.25688 0.157 0.190 -0.098 1.256
C 0.65907 2.54623 0.84885 -0.083 -0.019 0.068 -0.960
C -0.08512 1.45671 1.25734 0.101 0.006 0.009 -0.387
N -0.03184 0.28293 0.62711 -0.085 -0.128 0.022 0.489
C 0.77529 0.15943 -0.43660 -0.028 0.004 0.005 -0.334
C 1.54906 1.19719 -0.90388 -0.037 -0.071 0.000 -0.995
H 1.43766 5.18204 0.28324 -0.019 0.000 -0.012 0.182
H 2.81172 7.65998 -0.41868 -0.001 -0.011 -0.002 0.382
H 4.61876 8.41930 -1.92452 0.000 -0.001 -0.001 0.381
H 5.83882 6.83597 -3.35167 -0.004 -0.001 0.001 0.382
H 5.28762 4.41393 -3.32928 -0.008 0.000 0.004 0.435
H 0.56267 3.46812 1.40531 0.024 -0.002 -0.002 0.293
H -0.75916 1.52592 2.09547 -0.027 0.018 0.003 0.428
H 0.78594 -0.80541 -0.92392 0.046 0.039 -0.017 0.491
H 2.18721 1.06847 -1.76575 -0.003 0.010 0.006 0.549

---

3.
58
Properties=species:S:1:pos:R:3:forces:R:3:mulliken_charge:R:1 method="wB97M-V/def2-TZVPD" homo_lumo_gap_ev=5.30 homo_ev=-0.7 e_tot_ev=-114004.5657 de_lowest_kj_mol=66.0 lumo_ev=4.62 total_charge=-2
Tl 0.48281 -0.11562 0.36296 -0.332 0.402 0.426 1.526
O 0.76063 2.27102 0.62789 -0.049 0.136 -0.206 -0.769
C 1.09768 2.51532 1.83633 -0.217 0.415 0.051 0.323
C 2.27444 3.26654 2.11207 0.159 0.010 -0.022 -0.536
C 2.62202 3.64817 3.37997 0.044 0.113 -0.068 -0.424
C 1.80480 3.33575 4.46654 0.058 0.051 0.464 -0.549
C 0.66827 2.59035 4.25049 -0.030 -0.068 -0.009 -0.744
C 0.30019 2.14587 2.97911 0.598 0.145 -0.192 0.720
C -0.90338 1.38042 2.83402 -0.761 -0.473 -0.450 -0.538
N -1.16064 0.66225 1.79648 0.476 0.532 -0.029 0.455
N -2.34381 0.04220 1.64528 -0.909 -0.420 0.396 -0.933
C -2.51816 -0.42867 0.41715 0.134 0.752 0.628 0.401
O -1.77748 -0.21992 -0.57932 0.356 -0.104 -0.196 -0.784
C -3.73679 -1.26849 0.25702 -0.216 -0.247 -0.115 0.504
C -4.53811 -1.58002 1.35135 0.080 0.075 -0.022 -0.151
C -5.62967 -2.41241 1.20620 -0.178 -0.032 0.050 -0.728
C -5.94006 -2.94801 -0.03508 -0.090 -0.118 -0.004 -0.318
C -5.15299 -2.63398 -1.13100 -0.193 -0.101 -0.089 -0.614
C -4.05896 -1.80167 -0.98802 0.218 0.180 0.096 -0.399
H 2.91393 3.49820 1.27025 -0.025 -0.020 -0.067 0.321
H 3.54212 4.20104 3.54489 0.003 0.010 -0.028 0.327
H 2.07509 3.65371 5.46744 -0.011 -0.030 0.001 0.341
H 0.04553 2.30898 5.09357 -0.080 0.007 0.032 0.308
H -1.65674 1.45590 3.62868 -0.034 -0.097 -0.141 0.329
H -4.26201 -1.16182 2.30597 -0.004 0.016 0.104 0.452
H -6.24727 -2.64481 2.06446 0.001 -0.061 0.058 0.349
H -6.77720 -3.62807 -0.14130 -0.056 0.034 -0.020 0.360
H -5.40082 -3.04315 -2.10198 0.038 -0.052 -0.066 0.371
H -3.42391 -1.56270 -1.82818 0.094 0.041 -0.036 0.419
O -1.74554 -3.92611 2.94478 -0.045 0.058 0.027 -0.716
C -0.85915 -4.82611 2.49207 0.123 0.016 -0.185 0.189
C -0.74003 -6.06225 3.13226 -0.157 0.094 0.109 -0.700
C 0.21235 -6.97337 2.71932 -0.068 -0.024 0.009 -0.279
C 1.05164 -6.68433 1.65372 0.102 -0.238 -0.050 -0.735
C 0.90152 -5.49019 0.97745 -0.008 -0.028 0.093 -0.464
C -0.04952 -4.56139 1.37444 -0.035 -0.009 0.183 0.292
C -0.14714 -3.25636 0.67872 -0.114 0.337 -0.461 0.909
O -0.67434 -2.28209 1.26633 -0.045 -0.226 0.207 -0.719
N 0.33679 -3.26589 -0.56936 0.354 -0.730 -0.402 -1.520
N 0.49672 -2.06137 -1.08844 -0.196 0.108 -0.658 1.079
C 0.93280 -1.91717 -2.29369 -0.333 -0.967 0.526 -1.154
C 1.22253 -0.59758 -2.76897 0.154 0.810 -0.353 1.259
C 1.83460 -0.37613 -4.01584 -0.134 -0.196 0.241 -1.185
C 2.05251 0.91762 -4.43577 -0.037 0.171 0.099 -0.066
C 1.68059 1.97085 -3.60788 0.071 -0.033 -0.121 -0.929
C 1.14397 1.67212 -2.36414 0.103 0.415 -0.246 -0.186
N 0.91547 0.43697 -1.96947 -0.125 -0.289 -0.346 0.017
H -1.56467 -3.07984 2.44289 0.057 -0.147 0.083 0.462
H -1.39190 -6.28347 3.96648 -0.042 0.057 0.065 0.397
H 0.30231 -7.92074 3.23593 0.010 -0.042 0.065 0.338
H 1.81621 -7.39063 1.35982 0.036 -0.038 -0.057 0.355
H 1.52883 -5.23121 0.14008 0.053 0.031 -0.084 0.451
H 1.11713 -2.77252 -2.94962 0.084 0.015 0.191 0.217
H 2.14232 -1.22135 -4.61956 -0.071 -0.016 0.009 0.373
H 2.52087 1.11466 -5.39303 -0.014 -0.023 -0.031 0.385
H 1.81819 2.99777 -3.91384 0.047 0.061 0.043 0.377
H 0.90220 2.44151 -1.64305 -0.030 0.060 0.095 0.541
Se 2.75320 -0.63816 0.98427 1.188 -0.325 0.399 -1.006